Entry 1:
A cluster of 3 separate species, C18H39FNO8S in total. Source: OMol25; level of theory: ωB97M-V/def2-TZVPD.

Last columns: bonded neighbours and bond lengths (Å).
Atoms and positions in Å:
1 C -2.041 -0.227 -1.160  C2 1.432, H12 1.116, H13 1.124
2 C -2.688 0.872 -0.508  C1 1.432, N3 1.505, H14 1.121
3 N -3.828 1.663 -1.089  C2 1.505, S4 1.758, C8 1.496, C11 1.499
4 S -3.063 3.184 -1.529  N3 1.758, O5 1.476, O6 1.474, F7 1.649
5 O -4.021 4.202 -2.003  S4 1.476
6 O -2.153 3.646 -0.465  S4 1.474
7 F -2.121 2.807 -2.829  S4 1.649
8 C -4.555 1.143 -2.288  N3 1.496, C9 1.599, H15 1.131, H16 1.114
9 C -5.365 -0.163 -1.845  C8 1.599, C10 1.616, H17 1.119, H18 1.122
10 C -5.650 0.275 -0.316  C9 1.616, C11 1.614, H19 1.113, H20 1.125
11 C -4.852 1.641 0.005  N3 1.499, C10 1.614, H21 1.122, H22 1.117
12 H -2.297 -1.295 -0.960  C1 1.116
13 H -1.226 0.016 -1.895  C1 1.124
14 H -2.324 1.159 0.512  C2 1.121
15 H -5.407 1.881 -2.387  C8 1.131
16 H -4.070 1.172 -3.290  C8 1.114
17 H -6.276 -0.214 -2.494  C9 1.119
18 H -4.620 -0.994 -1.961  C9 1.122
19 H -5.487 -0.584 0.372  C10 1.113
20 H -6.739 0.555 -0.281  C10 1.125
21 H -5.594 2.483 0.000  C11 1.122
22 H -4.457 1.427 1.028  C11 1.117
23 C 2.538 -2.761 2.416  O24 1.416, H32 1.095, H33 1.089, H34 1.095
24 O 1.674 -3.817 2.040  C23 1.416, C25 1.419
25 C 0.327 -3.391 1.910  O24 1.419, C26 1.522, H35 1.097, H36 1.097
26 C -0.419 -4.269 0.915  C25 1.522, O27 1.427, H37 1.094, H38 1.090
27 O -0.118 -3.968 -0.448  C26 1.427, C28 1.429
28 C 1.174 -4.368 -0.910  O27 1.429, C29 1.520, H39 1.090, H40 1.094
29 C 1.321 -5.871 -1.081  C28 1.520, O30 1.421, H41 1.096, H42 1.095
30 O 1.515 -6.497 0.180  C29 1.421, C31 1.416
31 C 1.093 -7.848 0.180  O30 1.416, H43 1.095, H44 1.090, H45 1.093
32 H 2.274 -2.387 3.411  C23 1.095
33 H 3.555 -3.151 2.439  C23 1.089
34 H 2.500 -1.947 1.685  C23 1.095
35 H 0.280 -2.347 1.577  C25 1.097
36 H -0.145 -3.474 2.896  C25 1.097
37 H -1.487 -4.062 1.025  C26 1.094
38 H -0.279 -5.329 1.124  C26 1.090
39 H 1.963 -3.950 -0.284  C28 1.090
40 H 1.279 -3.908 -1.897  C28 1.094
41 H 2.201 -6.085 -1.698  C29 1.096
42 H 0.429 -6.268 -1.577  C29 1.095
43 H 0.038 -7.923 -0.104  C31 1.095
44 H 1.204 -8.235 1.193  C31 1.090
45 H 1.710 -8.443 -0.500  C31 1.093
46 C 4.765 1.644 -0.675  O47 1.415, H55 1.095, H56 1.090, H57 1.094
47 O 4.146 2.514 0.253  C46 1.415, C48 1.424
48 C 4.833 3.755 0.369  O47 1.424, C49 1.522, H58 1.095, H59 1.096
49 C 3.877 4.862 0.788  C48 1.522, O50 1.427, H60 1.093, H61 1.090
50 O 3.054 5.337 -0.276  C49 1.427, C51 1.424
51 C 2.010 4.470 -0.707  O50 1.424, C52 1.521, H62 1.091, H63 1.094
52 C 0.862 4.359 0.285  C51 1.521, O53 1.424, H64 1.094, H65 1.095
53 O 1.211 3.493 1.359  C52 1.424, C54 1.414
54 C 0.489 3.783 2.540  O53 1.414, H66 1.095, H67 1.090, H68 1.095
55 H 5.768 1.370 -0.332  C46 1.095
56 H 4.154 0.744 -0.751  C46 1.090
57 H 4.819 2.106 -1.666  C46 1.094
58 H 5.304 4.027 -0.582  C48 1.095
59 H 5.611 3.635 1.132  C48 1.096
60 H 4.479 5.722 1.091  C49 1.093
61 H 3.279 4.575 1.653  C49 1.090
62 H 2.401 3.492 -0.988  C51 1.091
63 H 1.617 4.928 -1.619  C51 1.094
64 H -0.012 3.929 -0.212  C52 1.094
65 H 0.609 5.357 0.659  C52 1.095
66 H 0.650 4.822 2.845  C54 1.095
67 H 0.862 3.132 3.331  C54 1.090
68 H -0.580 3.594 2.393  C54 1.095

max |F|: 0.1533 hartree/bohr
E_HOMO: -0.4007 Eh
orbital gap: 4.895 eV
total charge: +1

---

Entry 2:
An isolated molecule of C18H39NO2. Source: OMol25; level of theory: ωB97M-V/def2-TZVPD.

Last columns: bonded neighbours and bond lengths (Å).
Atoms and positions in Å:
1 C 7.520 0.024 2.300  C2 1.524, H22 1.087, H23 1.088, H24 1.088
2 C 7.974 1.266 1.543  C1 1.524, C3 1.529, H25 1.093, H26 1.093
3 C 7.034 1.647 0.399  C2 1.529, C4 1.528, H27 1.093, H28 1.091
4 C 5.662 2.113 0.881  C3 1.528, C5 1.530, H29 1.093, H30 1.090
5 C 4.811 2.727 -0.233  C4 1.530, C6 1.530, H31 1.093, H32 1.093
6 C 4.462 1.773 -1.376  C5 1.530, C7 1.527, H33 1.091, H34 1.093
7 C 3.592 0.594 -0.944  C6 1.527, C8 1.527, H35 1.091, H36 1.091
8 C 3.180 -0.260 -2.141  C7 1.527, C9 1.529, H37 1.093, H38 1.093
9 C 2.345 -1.484 -1.762  C8 1.529, C10 1.528, H39 1.093, H40 1.093
10 C 0.952 -1.126 -1.246  C9 1.528, C11 1.527, H41 1.093, H42 1.090
11 C 0.083 -2.368 -1.057  C10 1.527, C12 1.529, H43 1.093, H44 1.093
12 C -1.354 -2.039 -0.650  C11 1.529, C13 1.528, H45 1.093, H46 1.091
13 C -1.471 -1.528 0.785  C12 1.528, C14 1.530, H47 1.093, H48 1.091
14 C -2.919 -1.274 1.209  C13 1.530, C15 1.526, H49 1.093, H50 1.092
15 C -3.518 -0.047 0.527  C14 1.526, C16 1.529, H51 1.089, H52 1.092
16 C -4.900 0.333 1.060  C15 1.529, O17 1.420, C18 1.549, H53 1.101
17 O -5.264 1.552 0.428  C16 1.420, H54 0.964
18 C -6.000 -0.738 0.854  C16 1.549, N19 1.463, C20 1.541, H55 1.093
19 N -7.245 -0.184 1.386  C18 1.463, H56 1.013, H57 1.019
20 C -6.159 -1.145 -0.624  C18 1.541, O21 1.405, H58 1.095, H59 1.098
21 O -6.581 -0.065 -1.417  C20 1.405, H60 0.972
22 H 6.575 0.199 2.806  C1 1.087
23 H 7.397 -0.814 1.617  C1 1.088
24 H 8.259 -0.253 3.050  C1 1.088
25 H 8.969 1.083 1.130  C2 1.093
26 H 8.056 2.105 2.238  C2 1.093
27 H 7.495 2.453 -0.178  C3 1.093
28 H 6.922 0.786 -0.263  C3 1.091
29 H 5.802 2.869 1.657  C4 1.093
30 H 5.123 1.278 1.330  C4 1.090
31 H 5.347 3.584 -0.649  C5 1.093
32 H 3.883 3.102 0.206  C5 1.093
33 H 5.377 1.400 -1.838  C6 1.091
34 H 3.923 2.340 -2.140  C6 1.093
35 H 2.703 0.978 -0.439  C7 1.091
36 H 4.138 -0.031 -0.235  C7 1.091
37 H 2.615 0.354 -2.846  C8 1.093
38 H 4.084 -0.599 -2.653  C8 1.093
39 H 2.237 -2.117 -2.647  C9 1.093
40 H 2.874 -2.066 -1.004  C9 1.093
41 H 0.467 -0.458 -1.961  C10 1.093
42 H 1.040 -0.596 -0.298  C10 1.090
43 H 0.060 -2.923 -1.998  C11 1.093
44 H 0.535 -3.018 -0.303  C11 1.093
45 H -1.962 -2.943 -0.746  C12 1.093
46 H -1.752 -1.296 -1.342  C12 1.091
47 H -1.034 -2.272 1.455  C13 1.093
48 H -0.902 -0.604 0.898  C13 1.091
49 H -2.951 -1.123 2.291  C14 1.093
50 H -3.516 -2.159 0.980  C14 1.092
51 H -3.578 -0.196 -0.550  C15 1.089
52 H -2.869 0.814 0.697  C15 1.092
53 H -4.827 0.501 2.146  C16 1.101
54 H -6.074 1.860 0.850  O17 0.964
55 H -5.727 -1.617 1.443  C18 1.093
56 H -7.880 -0.929 1.648  N19 1.013
57 H -7.704 0.338 0.642  N19 1.019
58 H -6.938 -1.910 -0.710  C20 1.095
59 H -5.221 -1.574 -1.004  C20 1.098
60 H -6.000 0.685 -1.210  O21 0.972

SMILES string: CCCCCCCCCCCCCCC[C@@H](O)[C@@H](N)CO
max |F|: 0.0153 hartree/bohr
E_HOMO: -0.3446 Eh
orbital gap: 10.272 eV

---

Entry 3:
A cluster of 7 separate species, C18H40Cl10O4 in total. Source: OMol25; level of theory: ωB97M-V/def2-TZVPD.

Last columns: bonded neighbours and bond lengths (Å).
Atoms and positions in Å:
1 C 2.089 4.542 1.698  O2 1.413, H7 1.090, H8 1.090, H9 1.090
2 O 1.824 3.167 1.511  C1 1.413, C3 1.405
3 C 2.754 2.354 2.181  O2 1.405, C4 1.543, H10 1.090, H11 1.090
4 C 2.448 0.853 1.998  C3 1.543, O5 1.399, H12 1.090, H13 1.090
5 O 1.343 0.531 2.794  C4 1.399, C6 1.422
6 C 0.799 -0.744 2.480  O5 1.422, H14 1.090, H15 1.090, H16 1.090
7 H 1.973 4.825 2.744  C1 1.090
8 H 1.467 5.247 1.147  C1 1.090
9 H 3.133 4.784 1.502  C1 1.090
10 H 2.795 2.504 3.259  C3 1.090
11 H 3.760 2.593 1.835  C3 1.090
12 H 3.332 0.249 2.203  C4 1.090
13 H 2.193 0.678 0.952  C4 1.090
14 H 1.494 -1.581 2.415  C6 1.090
15 H 0.464 -0.649 1.447  C6 1.090
16 H -0.128 -1.007 2.990  C6 1.090
17 C -3.160 0.019 -8.627  O18 1.381, H23 1.090, H24 1.090, H25 1.090
18 O -2.984 -1.150 -7.914  C17 1.381, C19 1.432
19 C -1.954 -2.065 -8.307  O18 1.432, C20 1.560, H26 1.090, H27 1.090
20 C -0.506 -1.537 -8.063  C19 1.560, O21 1.435, H28 1.090, H29 1.090
21 O -0.265 -1.245 -6.679  C20 1.435, C22 1.426
22 C 0.363 -2.335 -6.006  O21 1.426, H30 1.090, H31 1.090, H32 1.090
23 H -4.116 0.354 -8.224  C17 1.090
24 H -3.346 -0.052 -9.699  C17 1.090
25 H -2.479 0.833 -8.379  C17 1.090
26 H -2.092 -2.453 -9.316  C19 1.090
27 H -2.071 -2.975 -7.719  C19 1.090
28 H -0.379 -0.625 -8.647  C20 1.090
29 H 0.300 -2.086 -8.549  C20 1.090
30 H 0.631 -2.025 -4.996  C22 1.090
31 H 1.318 -2.600 -6.460  C22 1.090
32 H -0.334 -3.173 -6.038  C22 1.090
33 Cl -4.408 3.694 -2.234  C34 1.773
34 C -3.466 3.982 -0.760  Cl33 1.773, C35 1.489, H37 1.090, H38 1.090
35 C -3.540 2.829 0.179  C34 1.489, Cl36 1.830, H39 1.090, H40 1.090
36 Cl -5.216 2.670 0.898  C35 1.830
37 H -3.810 4.888 -0.263  C34 1.090
38 H -2.453 4.288 -1.020  C34 1.090
39 H -2.764 2.785 0.943  C35 1.090
40 H -3.395 1.959 -0.460  C35 1.090
41 Cl -1.794 -0.530 9.139  C42 1.831
42 C -1.761 0.287 7.501  Cl41 1.831, C43 1.541, H45 1.090, H46 1.090
43 C -3.199 0.418 6.961  C42 1.541, Cl44 1.800, H47 1.090, H48 1.090
44 Cl -3.807 -1.255 6.695  C43 1.800
45 H -1.115 -0.285 6.835  C42 1.090
46 H -1.254 1.250 7.557  C42 1.090
47 H -3.108 0.993 6.039  C43 1.090
48 H -3.906 0.888 7.645  C43 1.090
49 Cl 6.688 7.177 6.608  C50 1.815
50 C 5.816 8.274 7.762  Cl49 1.815, C51 1.470, H53 1.090, H54 1.090
51 C 5.532 9.606 7.208  C50 1.470, Cl52 1.804, H55 1.090, H56 1.090
52 Cl 4.258 9.566 5.931  C51 1.804
53 H 6.461 8.349 8.638  C50 1.090
54 H 4.879 7.848 8.121  C50 1.090
55 H 6.398 10.169 6.860  C51 1.090
56 H 5.177 10.197 8.052  C51 1.090
57 Cl -3.685 -3.855 -2.194  C58 1.750
58 C -4.100 -5.550 -2.069  Cl57 1.750, C59 1.533, H61 1.090, H62 1.090
59 C -5.073 -5.816 -3.223  C58 1.533, Cl60 1.840, H63 1.090, H64 1.090
60 Cl -5.955 -7.416 -3.002  C59 1.840
61 H -4.499 -5.632 -1.058  C58 1.090
62 H -3.188 -6.137 -2.178  C58 1.090
63 H -4.521 -5.776 -4.162  C59 1.090
64 H -5.876 -5.079 -3.223  C59 1.090
65 Cl 3.023 -9.206 0.739  C66 1.784
66 C 3.352 -7.537 0.199  Cl65 1.784, C67 1.514, H69 1.090, H70 1.090
67 C 4.143 -7.480 -1.091  C66 1.514, Cl68 1.834, H71 1.090, H72 1.090
68 Cl 4.518 -5.737 -1.520  C67 1.834
69 H 3.897 -7.039 1.001  C66 1.090
70 H 2.366 -7.078 0.126  C66 1.090
71 H 3.654 -7.962 -1.938  C67 1.090
72 H 5.060 -7.979 -0.778  C67 1.090

SMILES string: COCCOC.COCCOC.ClCCCl.ClCCCl.ClCCCl.ClCCCl.ClCCCl
max |F|: 0.0428 hartree/bohr
E_HOMO: -0.3508 Eh
orbital gap: 9.779 eV

---

Entry 4:
A cluster of 3 separate species, C18H40O11P2 in total. Source: OMol25; level of theory: ωB97M-V/def2-TZVPD.

Last columns: bonded neighbours and bond lengths (Å).
Atoms and positions in Å:
1 C -4.678 2.080 -1.216  C2 1.515, H12 1.092, H13 1.090, H14 1.091
2 C -4.246 3.523 -1.057  C1 1.515, O3 1.427, H15 1.091, H16 1.091
3 O -2.829 3.659 -0.959  C2 1.427, P4 1.617
4 P -1.897 3.761 -2.276  O3 1.617, O5 1.471, O6 1.622, O9 1.583
5 O -2.629 4.526 -3.297  P4 1.471
6 O -0.742 4.773 -1.755  P4 1.622, C7 1.429
7 C -0.477 6.005 -2.429  O6 1.429, C8 1.516, H17 1.089, H18 1.091
8 C -1.243 7.150 -1.798  C7 1.516, H19 1.090, H20 1.091, H21 1.091
9 O -0.949 2.507 -2.088  P4 1.583, C10 1.430
10 C -1.173 1.359 -1.266  O9 1.430, C11 1.517, H22 1.087, H23 1.092
11 C -1.687 0.184 -2.076  C10 1.517, H24 1.090, H25 1.090, H26 1.091
12 H -4.309 1.665 -2.156  C1 1.092
13 H -5.766 2.007 -1.220  C1 1.090
14 H -4.296 1.462 -0.402  C1 1.091
15 H -4.643 4.130 -1.872  C2 1.091
16 H -4.653 3.928 -0.129  C2 1.091
17 H -0.700 5.919 -3.491  C7 1.089
18 H 0.596 6.182 -2.340  C7 1.091
19 H -2.289 6.889 -1.644  C8 1.090
20 H -1.194 8.040 -2.428  C8 1.091
21 H -0.826 7.397 -0.820  C8 1.091
22 H -1.813 1.566 -0.412  C10 1.087
23 H -0.195 1.098 -0.856  C10 1.092
24 H -2.549 0.464 -2.682  C11 1.090
25 H -1.968 -0.641 -1.420  C11 1.090
26 H -0.918 -0.170 -2.764  C11 1.091
27 C -3.296 -2.962 4.138  C28 1.516, H38 1.093, H39 1.090, H40 1.091
28 C -2.792 -1.599 4.570  C27 1.516, O29 1.425, H41 1.091, H42 1.091
29 O -1.372 -1.498 4.503  C28 1.425, P30 1.627
30 P -0.615 -1.094 3.121  O29 1.627, O31 1.481, O32 1.633, O35 1.590
31 O -1.424 -0.008 2.520  P30 1.481
32 O 0.635 -0.228 3.717  P30 1.633, C33 1.429
33 C 0.853 1.133 3.340  O32 1.429, C34 1.516, H43 1.089, H44 1.091
34 C 0.211 2.086 4.328  C33 1.516, H45 1.089, H46 1.091, H47 1.091
35 O 0.358 -2.341 2.965  P30 1.590, C36 1.430
36 C 0.255 -3.624 3.588  O35 1.430, C37 1.517, H48 1.087, H49 1.091
37 C -0.355 -4.657 2.660  C36 1.517, H50 1.090, H51 1.090, H52 1.090
38 H -3.068 -3.144 3.085  C27 1.093
39 H -4.377 -3.026 4.265  C27 1.090
40 H -2.834 -3.757 4.725  C27 1.091
41 H -3.269 -0.814 3.981  C28 1.091
42 H -3.059 -1.422 5.612  C28 1.091
43 H 0.494 1.317 2.328  C33 1.089
44 H 1.934 1.282 3.329  C33 1.091
45 H -0.815 1.796 4.549  C34 1.089
46 H 0.210 3.104 3.937  C34 1.091
47 H 0.757 2.081 5.273  C34 1.091
48 H -0.265 -3.578 4.541  C36 1.087
49 H 1.283 -3.911 3.815  C36 1.091
50 H -1.293 -4.300 2.235  C37 1.090
51 H -0.539 -5.590 3.192  C37 1.090
52 H 0.315 -4.865 1.825  C37 1.090
53 O 2.690 -4.293 -2.826  C54 1.183
54 C 2.866 -3.127 -2.919  O53 1.183, O55 1.363, C58 1.513
55 O 1.891 -2.211 -3.179  C54 1.363, C56 1.436
56 C 2.195 -1.027 -2.425  O55 1.436, C57 1.564, H62 1.092, H63 1.087
57 C 3.540 -1.337 -1.689  C56 1.564, C58 1.527, H64 1.084, H65 1.093
58 C 4.125 -2.317 -2.705  C54 1.513, C57 1.527, C59 1.524, H66 1.093
59 C 5.308 -3.182 -2.288  C58 1.524, C60 1.530, H67 1.089, H68 1.091
60 C 5.754 -4.082 -3.442  C59 1.530, O61 1.421, H69 1.095, H70 1.092
61 O 7.156 -3.973 -3.646  C60 1.421, H71 0.961
62 H 2.409 -0.142 -3.027  C56 1.092
63 H 1.344 -0.857 -1.771  C56 1.087
64 H 4.088 -0.427 -1.476  C57 1.084
65 H 3.204 -1.844 -0.781  C57 1.093
66 H 4.413 -1.694 -3.556  C58 1.093
67 H 6.127 -2.549 -1.948  C59 1.089
68 H 5.002 -3.793 -1.438  C59 1.091
69 H 5.218 -3.795 -4.353  C60 1.095
70 H 5.450 -5.112 -3.243  C60 1.092
71 H 7.361 -4.084 -4.578  O61 0.961

SMILES string: CCOP(=O)(OCC)OCC.CCOP(=O)(OCC)OCC.O=C1OCC[C@H]1CCO
max |F|: 0.1279 hartree/bohr
E_HOMO: -0.3758 Eh
orbital gap: 10.548 eV

---

- Look up the E_HOMO of the second one.
  -0.3446 Eh